Computed, not measured: C8H10ErN2Se as an isolated structure at a distorted geometry, with wB97M-V/def2-TZVPD.

Each line ends with the Mulliken charge.
Geometry (Å):
C -0.8620 1.0367 -1.7244  -0.32
C 0.5349 0.8658 -2.0123  -0.55
C 1.2785 1.6882 -1.1040  -0.55
C 0.3454 2.3901 -0.2707  -0.57
C -0.9802 1.9781 -0.6504  -0.30
Er 0.0354 -0.1409 0.3963  0.79
N -1.9361 -0.7001 0.6438  -0.49
C 0.0646 -2.6236 0.0290  -0.39
C 1.0762 -2.1111 -0.7272  -0.57
H 2.3615 1.8182 -1.1080  0.37
H 0.9549 0.2651 -2.8173  0.54
H 0.5974 3.1440 0.4764  0.41
H -1.9168 2.3793 -0.2441  0.32
H -1.6864 0.5812 -2.2835  0.27
H 0.9853 -2.0451 -1.8171  0.25
H -0.8613 -2.9952 -0.4193  0.18
H -2.8416 -1.0004 1.0201  0.00
H 2.0956 -1.9597 -0.3363  0.28
H 0.1839 -2.8462 1.1018  0.21
Se -0.0454 0.0100 5.4816  -0.32
C 0.2120 0.1012 3.7726  0.18
N 0.4044 0.1647 2.5930  -0.73

Output
spin multiplicity	4
total energy	-3836.83814	Eh
⟨S²⟩	3.861
orbital gap (spin up / spin down)	5.85 / 6.42	eV
HOMO level (spin up / spin down)	-2.92 / -3.50	eV
max |F|	0.0801	Eh/bohr
net charge	-1

---

Computed, not measured: C8H10F5NOTcTe as an isolated structure at a distorted geometry, with wB97M-V/def2-TZVPD.

Each line ends with the Mulliken charge.
Geometry (Å):
C 0.0056 -1.3118 -1.9292  -0.27
C -1.3389 -1.3734 -1.3808  -0.76
C -1.2752 -2.0567 -0.1032  -0.35
C 0.1124 -2.4178 0.1467  -0.40
C 0.9021 -1.9903 -0.9959  -0.43
Tc 0.0796 -0.1593 -0.0937  0.58
C -0.9817 1.4400 -1.0307  -0.17
C 0.0402 2.0131 -1.6818  0.20
C 0.7296 2.7864 -2.6580  -1.02
N 1.5561 0.5209 -0.4081  -0.51
H -2.0965 -2.2527 0.5404  0.44
H -2.2193 -0.9731 -1.8205  0.61
H 0.4805 -2.9438 0.9969  0.49
H 1.9521 -2.1612 -1.1398  0.48
H 0.2871 -0.9138 -2.8788  0.44
H -1.8007 1.1739 -1.7842  0.20
H 2.3089 1.3995 -0.5541  0.29
H -1.3721 2.0852 -0.2322  0.42
H -0.0810 3.2613 -3.1820  0.28
H 1.7986 2.7999 -2.7444  0.26
F 1.0756 -1.2975 4.1076  -0.41
Te 0.1594 0.1519 3.2902  2.06
F -0.8129 1.5323 2.4122  -0.42
F -1.2366 -1.0383 2.7642  -0.45
F -0.8267 0.4908 4.8725  -0.39
F 1.5044 1.3830 3.8091  -0.40
O 1.0494 -0.1483 1.6778  -0.74

Output
spin multiplicity	4
total energy	-1288.66864	Eh
⟨S²⟩	3.802
orbital gap (spin up / spin down)	4.61 / 7.67	eV
HOMO level (spin up / spin down)	-6.11 / -9.12	eV
max |F|	0.1665	Eh/bohr

---

Computed, not measured: a 2-piece molecular cluster, C8H10FN overall at a distorted geometry, with wB97M-V/def2-TZVPD.

Each line ends with the Mulliken charge.
Geometry (Å):
C 2.4623 1.3142 0.8112  0.02
C 1.4460 1.0979 1.7294  -0.91
C 2.3048 1.0658 -0.5947  -0.64
C 0.2673 0.5866 1.2153  -0.09
C 1.0449 0.6385 -1.0156  -0.11
C -0.0398 0.4020 -0.1283  -0.08
C -1.3169 -2.3812 -0.5356  -1.08
C -1.3397 -0.1430 -0.6143  0.60
N -2.5452 0.2910 -0.1860  -0.44
F -1.2596 -0.0550 -2.0026  -0.27
H 3.5791 1.5397 1.0724  0.21
H 1.7874 0.9630 2.7514  0.31
H 3.1469 1.0644 -1.2803  0.37
H -0.5173 0.3487 1.9216  0.33
H 1.0924 0.4068 -2.1214  0.23
H -1.7255 -2.7073 -1.4467  0.36
H -2.1108 -2.5991 0.1217  0.36
H -0.3555 -2.6001 -0.2590  0.32
H -3.3834 -0.2782 0.0014  0.25
H -2.5374 1.0453 0.5600  0.25

Output
total energy	-465.34352	Eh
orbital gap	8.74	eV
HOMO level	-8.20	eV
max |F|	0.0918	Eh/bohr
relative energy (zero: lowest compared OMol25 entry of this formula, charge and spin)	3.501	eV

---

Computed, not measured: C8H10MnN2S as an isolated structure at a distorted geometry, with wB97M-V/def2-TZVPD.

Each line ends with the Mulliken charge.
Geometry (Å):
C 0.2817 -0.6093 -1.6030  -0.17
C -1.1492 -0.5276 -1.8312  -0.27
C -1.7606 -1.8320 -1.5295  -0.44
C -0.6798 -2.7281 -1.1151  -0.64
C 0.5728 -1.9622 -1.1913  -0.43
Mn -0.8439 -1.1784 0.3768  0.31
N 1.2649 1.8643 0.7775  -0.20
C 1.2563 3.2157 0.8362  -0.50
C -0.0853 2.0579 0.7200  -0.61
H -2.8253 -2.1075 -1.6012  0.39
H -1.6549 0.3664 -2.2099  0.39
H -0.7822 -3.7924 -0.8443  0.47
H 1.5905 -2.3236 -0.9947  0.41
H 1.0376 0.1842 -1.7742  0.31
H -0.5778 2.0717 -0.2806  0.24
H 1.3656 3.7480 -0.0923  0.27
H 1.5408 1.2952 1.6210  0.34
H -0.7474 1.9862 1.7216  0.22
H 1.3137 3.6814 1.8086  0.34
S -0.9699 -2.1631 2.2627  -0.32
C 0.4565 -0.9584 2.3344  0.53
N 1.3961 -0.2881 2.6086  -0.63

Output
spin multiplicity	4
total energy	-1969.34500	Eh
⟨S²⟩	3.945
orbital gap (spin up / spin down)	6.94 / 7.91	eV
HOMO level (spin up / spin down)	-8.11 / -8.09	eV
max |F|	0.1220	Eh/bohr
relative energy (zero: lowest compared OMol25 entry of this formula, charge and spin)	2.203	eV

---

Computed, not measured: C8H10N2O2 as an isolated structure at a distorted geometry, with wB97M-V/def2-TZVPD.

Each line ends with the Mulliken charge.
Geometry (Å):
C 1.4220 -2.3410 0.1910  -0.92
C 2.7191 -1.8492 0.2543  -0.41
C 0.4982 -1.2719 -0.0575  0.80
C 2.8800 -0.5197 -0.0312  0.02
C -1.0115 -1.1881 -0.1605  -0.95
C -1.1284 0.2694 -0.8643  -0.57
C 0.2221 1.0307 -0.4831  0.00
C 0.1229 2.1018 0.6957  -1.22
N 1.0617 -0.1007 -0.2021  -0.05
N 3.7293 0.5071 -0.1497  0.89
O 4.9552 0.2416 -0.1955  -0.62
O 3.2455 1.6627 -0.2087  -0.60
H 1.1950 -3.3763 0.3773  0.44
H 3.5319 -2.5475 0.1970  0.43
H -1.5558 -1.8652 -0.6732  0.47
H -1.4510 -1.1169 0.7898  0.30
H -0.9851 -0.0642 -1.9227  0.28
H -2.0070 1.0320 -0.7279  0.33
H 0.6051 1.4587 -1.4410  0.35
H 0.9519 2.7227 0.6536  0.38
H -0.0225 1.4043 1.5084  0.32
H -0.8084 2.5655 0.4421  0.33

Output
total energy	-570.61565	Eh
orbital gap	8.01	eV
HOMO level	-8.49	eV
max |F|	0.1162	Eh/bohr
relative energy (zero: lowest compared OMol25 entry of this formula, charge and spin)	6.766	eV

---

Computed, not measured: C8H10N2O3 in the gas phase at a distorted geometry, with wB97M-V/def2-TZVPD.

Each line ends with the Mulliken charge.
Geometry (Å):
C -0.2022 1.9334 0.1400  -1.56
C -1.3982 1.0436 0.0935  1.59
C -2.7750 1.6788 0.0589  -1.46
C -1.2457 -0.3352 0.1158  0.01
C -2.3469 -1.3102 -0.0288  -0.17
O -3.3247 -1.2818 -0.7237  -0.61
N -1.9031 -2.5718 0.2288  -0.12
C -0.5348 -2.5671 0.3192  -0.11
O 0.1276 -3.5825 0.1462  -0.63
C 0.0263 -1.1670 0.2752  0.23
C 0.8551 -0.9822 1.5378  0.36
N 1.7440 -1.8857 2.0737  -0.44
O 0.8695 0.0880 2.0936  -0.62
H -0.3211 2.7465 -0.5366  0.50
H -0.0823 2.3736 1.1322  0.31
H 0.7111 1.4157 -0.0771  0.34
H -3.0541 1.8445 -0.9858  0.32
H -3.5645 1.0665 0.4803  0.39
H -2.7960 2.6214 0.6048  0.39
H -2.3485 -3.3388 -0.2660  0.33
H 0.6260 -0.9976 -0.6023  0.47
H 1.9006 -2.8095 1.6921  0.21
H 2.3751 -1.4650 2.7542  0.26

Output
total energy	-646.09607	Eh
orbital gap	9.93	eV
HOMO level	-9.57	eV
max |F|	0.0693	Eh/bohr
relative energy (zero: lowest compared OMol25 entry of this formula, charge and spin)	0.395	eV
SMILES	CC(C)=C1C(=O)NC(=O)[C@@H]1C(N)=O

---

Computed, not measured: a 2-piece molecular cluster, C8H10N2OS overall at a distorted geometry, with wB97M-V/def2-TZVPD.

Each line ends with the Mulliken charge.
Geometry (Å):
C -3.1362 0.2773 0.4379  -0.55
C -1.9992 0.5843 -0.2800  -0.71
C -3.6282 -1.0038 0.2375  -0.62
C -1.6565 -0.4545 -1.1159  0.52
C -0.6007 -0.6500 -1.9411  0.37
C 2.6106 0.6464 1.3102  -0.71
C 1.4941 1.2659 0.5788  -0.37
C 1.3396 -0.1752 1.0186  0.12
N 2.2142 -1.0038 -0.9661  -0.38
N 1.4707 -1.2333 0.0956  -0.46
O 0.3360 -0.6291 -2.6677  -0.52
S -2.6197 -1.9634 -0.7687  -0.13
H -3.4740 1.0775 0.9859  0.48
H -1.4783 1.4510 -0.3040  0.64
H -4.5584 -1.4360 0.4641  0.47
H 3.5136 0.3125 0.8687  0.26
H 2.8242 0.9767 2.3729  0.22
H 0.7131 2.0207 1.0228  0.18
H 1.4419 1.5641 -0.4474  0.24
H 0.7228 -0.3498 1.9605  0.36
H 1.7859 -1.1313 -1.8882  0.39
H 2.6846 -0.1462 -0.9744  0.20

Output
total energy	-893.54059	Eh
orbital gap (spin up / spin down)	6.95 / 6.53	eV
HOMO level (spin up / spin down)	-7.07 / -6.44	eV
max |F|	0.0780	Eh/bohr
relative energy (zero: lowest compared OMol25 entry of this formula, charge and spin)	6.386	eV

---

Computed, not measured: C8H10N3O2 as an isolated structure at a distorted geometry, with wB97M-V/def2-TZVPD.

Each line ends with the Mulliken charge.
Geometry (Å):
C -3.1109 -0.4266 0.1862  -0.44
C -2.1252 -1.1524 0.9146  -0.74
C -2.7933 0.1919 -1.0907  -0.44
C -0.7854 -0.9921 0.5617  -0.13
C -1.4433 0.3152 -1.3887  -0.49
C -0.4646 -0.2944 -0.5964  0.71
C 1.8385 -1.5089 -0.7416  0.27
C 0.9794 -0.2503 -0.8920  -0.26
N 1.7815 0.5594 1.6319  -0.74
N 3.2301 0.9587 -0.0335  -0.68
N 1.8110 1.0348 0.3009  -0.06
O 2.0815 -1.8985 0.4293  -0.71
O 2.1564 -1.9769 -1.8897  -0.76
H -4.2291 -0.4825 0.2571  0.26
H -2.5010 -1.6276 1.8516  0.30
H -3.4572 0.5605 -1.7961  0.44
H -0.1119 -1.5469 1.2420  0.36
H -1.1052 0.8024 -2.2889  0.32
H 1.0643 0.2813 -1.7699  0.42
H 2.0904 -0.4604 1.6909  0.28
H 0.9216 0.3765 2.0922  0.36
H 3.5841 1.0233 0.8761  0.39
H 3.4104 -0.0236 -0.4105  0.35

Output
total energy	-625.52263	Eh
orbital gap (spin up / spin down)	7.22 / 7.21	eV
HOMO level (spin up / spin down)	-3.84 / -3.84	eV
max |F|	0.0854	Eh/bohr
relative energy (zero: lowest compared OMol25 entry of this formula, charge and spin)	1.949	eV
net charge	-1

---

Computed, not measured: an isolated ion of composition C8H10N3O3 and charge +1 at a distorted geometry, with wB97M-V/def2-TZVPD.

Each line ends with the Mulliken charge.
Geometry (Å):
O 0.6999 -3.1496 1.3611  -0.59
N 0.2710 -2.6200 0.3772  0.95
O -0.2489 -3.1141 -0.6048  -0.54
C 0.6285 -1.1001 0.3120  0.44
C 1.6604 -1.0079 -0.8087  -0.94
O 1.7515 0.3774 -1.0598  -0.56
C 1.1321 -0.5714 1.6696  -0.55
N 0.3227 0.6491 1.8678  -0.26
C -0.5906 0.7400 0.8945  0.62
C -1.6906 1.6277 0.7926  -0.88
C -2.6862 1.3875 -0.1488  -0.23
C -2.5888 0.3608 -1.1324  -0.89
C -1.5449 -0.4935 -0.8620  0.28
N -0.6057 -0.3254 0.0822  0.10
H 1.2855 -1.5843 -1.6762  0.42
H 2.5850 -1.3574 -0.4756  0.45
H 2.1450 0.7491 -1.8627  0.37
H 0.9362 -1.3761 2.4561  0.42
H 2.0846 -0.1327 1.4920  0.31
H 0.2370 1.0597 2.8220  0.28
H -1.6294 2.4273 1.4394  0.48
H -3.4003 2.1234 -0.2320  0.47
H -3.3622 0.1393 -1.8723  0.42
H -1.1931 -1.3448 -1.4277  0.42

Output
total energy	-700.46634	Eh
orbital gap	9.16	eV
HOMO level	-13.18	eV
max |F|	0.0553	Eh/bohr
relative energy (zero: lowest compared OMol25 entry of this formula, charge and spin)	0.000	eV
net charge	+1
SMILES	O=[N+]([O-])[C@]1(CO)C[NH+]=C2C=CC=CN21

---

Computed, not measured: C8H10N4O3 in the gas phase at a distorted geometry, with wB97M-V/def2-TZVPD.

Each line ends with the Mulliken charge.
Geometry (Å):
C -3.0294 -0.9012 0.8015  -0.77
O -1.5969 -1.1378 0.6625  -0.33
C -1.1611 -0.5634 -0.4614  -0.03
O -1.8225 -0.0060 -1.3236  -0.62
C 0.4133 -0.6647 -0.6278  1.34
N 0.8723 0.6428 -1.0937  -0.22
C 0.3804 1.7037 -0.4059  0.75
C 0.6652 3.0838 -1.0819  -1.49
O -0.0986 1.6032 0.7169  -0.57
N 0.7110 -1.7383 -1.6367  -0.31
N 1.2840 -2.7321 -1.2481  -0.50
C 1.6017 -2.6691 0.1380  -0.61
C 1.2005 -1.1951 0.7309  0.24
C 2.3856 -0.2976 0.9151  0.09
N 3.2770 0.4451 1.0397  -0.51
H -3.4495 -1.5427 1.4250  0.32
H -3.6440 -0.8171 -0.2365  0.27
H -3.0572 0.1382 1.0908  0.35
H 0.8234 0.7890 -2.1170  0.34
H -0.0091 3.7385 -0.7456  0.40
H 1.6276 3.3409 -0.6680  0.37
H 0.9234 3.1098 -2.0988  0.41
H 2.6203 -2.8175 0.2922  0.40
H 1.0482 -3.5912 0.6638  0.28
H 0.5521 -1.3179 1.5643  0.40

Output
total energy	-755.50592	Eh
orbital gap	10.30	eV
HOMO level	-10.04	eV
max |F|	0.1240	Eh/bohr
relative energy (zero: lowest compared OMol25 entry of this formula, charge and spin)	2.111	eV
SMILES	COC(=O)[C@]1(NC(C)=O)N=NC[C@H]1C#N

---

Computed, not measured: C8H10N5 as an isolated structure at a distorted geometry, with wB97M-V/def2-TZVPD.

Each line ends with the Mulliken charge.
Geometry (Å):
C 2.8065 0.6852 -0.8782  -0.33
C 2.6331 -0.6343 -0.4340  -0.75
C 1.8193 1.6651 -0.6020  -0.68
C 1.5950 -0.9573 0.3739  -0.24
C 0.7618 1.3360 0.1706  -0.42
C 0.6291 -0.0123 0.6442  0.52
C -2.3012 0.0867 -0.4275  0.83
C -0.4506 -0.4499 1.5677  -0.08
N -1.9976 -1.2021 -0.5200  -0.73
N -2.3212 0.7471 0.7575  -0.18
N -1.5259 0.4746 1.7127  -0.38
N -2.5107 0.8602 -1.4502  -0.37
N -1.3517 -1.7743 0.5940  -0.10
H 3.4839 1.1799 -1.6504  0.29
H 3.3063 -1.3996 -0.7108  0.42
H 2.0537 2.6519 -0.8797  0.42
H 1.6241 -2.0508 0.7831  0.30
H -0.0183 1.9317 0.5049  0.70
H -0.3069 -0.9195 2.5334  0.51
H -2.4793 0.3821 -2.3650  0.27
H -2.7346 1.8114 -1.2126  0.27
H -0.6233 -2.3525 0.2244  0.37
H -2.0917 -2.0591 1.2640  0.37

Output
total energy	-584.23083	Eh
orbital gap	7.91	eV
HOMO level	-13.25	eV
max |F|	0.0840	Eh/bohr
relative energy (zero: lowest compared OMol25 entry of this formula, charge and spin)	3.841	eV
net charge	+1

---

Computed, not measured: an isolated ion of composition C8H10N5 and charge +1 at a distorted geometry, with wB97M-V/def2-TZVPD.

Each line ends with the Mulliken charge.
Geometry (Å):
C -2.4060 1.6388 -0.0845  -0.87
N -1.7416 0.4654 -0.3695  0.11
C -2.0979 -0.2606 -1.4481  -0.74
C -0.2142 0.4343 0.2603  0.25
N 0.6793 -0.5030 -0.0539  0.46
N 0.4136 -1.5726 -0.9387  -0.18
N 1.4440 -2.2692 -1.0764  -0.67
C 2.4748 -1.7950 -0.2995  0.29
C 3.7557 -2.2058 -0.0272  -0.49
C 4.4059 -1.5542 1.0034  -0.36
C 3.8304 -0.3774 1.5681  -0.28
N 2.6222 0.0328 1.2988  -0.50
C 2.0034 -0.6834 0.3881  0.62
H -2.3517 2.3816 -0.8945  0.39
H -1.9909 2.1178 0.7156  0.29
H -3.5081 1.4148 -0.0972  0.32
H -1.3038 -0.9117 -1.8316  0.32
H -2.2654 0.5544 -2.3163  0.30
H -3.0204 -0.8757 -1.2348  0.28
H -0.1936 1.1975 1.1119  0.32
H 4.2554 -2.9909 -0.5478  0.46
H 5.5007 -1.7661 1.1934  0.33
H 4.2492 0.0409 2.5696  0.34

Output
total energy	-584.21798	Eh
orbital gap (spin up / spin down)	7.64 / 7.64	eV
HOMO level (spin up / spin down)	-13.41 / -13.41	eV
max |F|	0.2123	Eh/bohr
relative energy (zero: lowest compared OMol25 entry of this formula, charge and spin)	4.190	eV
net charge	+1
SMILES	C[N+](C)=Cn1nnc2cccnc21

---

- What is the total energy in the eighth record?
  -625.52263 Eh

---

- Number 8 is which compound?
  C8H10N3O2

---

- Among the records above, which one has the lowest max |F|?
  C8H10N3O3